1.
C44H56N7O4P3SSr | ωB97M-V/def2-TZVPD

* relative energy (zero: lowest compared OMol25 entry of this formula, charge and spin): 2287.7 kJ/mol
* total charge: -2
* Kohn-Sham gap (spin up / spin down): 1.75 / 3.24 eV

Geometry as XYZ:
```
116
C44H56N7O4P3SSr, DFT ωB97M-V/def2-TZVPD
Sr 1.4892 0.1357 0.7141
C 7.1581 -1.0921 2.9804
C 7.0953 -1.4695 1.5544
C 6.2257 -2.6002 1.4999
C 5.4912 -2.8755 0.1358
C 6.4306 -3.1215 2.7793
C 6.6839 -2.2319 3.6704
P 3.6125 -2.7453 0.1755
C 2.8276 -2.9027 1.9003
C 3.4930 -2.1925 2.9630
C 2.8270 -2.0168 4.1678
C 1.5095 -2.5427 4.2666
C 0.8535 -3.2550 3.2750
C 1.5474 -3.4414 2.0386
C 2.9866 -4.2298 -0.6670
C 3.2125 -5.5695 -0.3929
C 2.5748 -6.5875 -0.9446
C 1.4670 -6.3996 -1.8430
C 1.1699 -5.1203 -2.3108
C 1.7717 -3.9944 -1.4161
H 7.7132 -0.1896 3.6186
H 7.1297 -0.8236 0.7125
H -1.1727 -0.5227 -1.1337
H 5.8288 -3.9814 2.8794
H 6.1936 -2.3674 4.6606
H 4.4488 -1.7790 2.8098
H 3.3750 -1.4209 4.8835
H 0.8350 -2.2532 5.0745
H -0.1236 -3.7405 3.3515
H 1.0377 -3.9923 1.2827
H 3.9187 -5.5561 0.4561
H 2.4522 -7.5150 -0.2895
H 1.1035 -7.3709 -2.2549
H 0.3472 -4.8066 -3.1270
C -0.1340 -0.7947 -4.9106
N 0.1604 0.1720 -3.9482
C 0.1696 1.5149 -4.3840
C 0.3784 -0.1779 -2.6450
N 1.3706 0.1971 -1.9260
N -0.5315 -1.1620 -2.1700
C -0.2054 -2.3782 -1.5773
N -1.0718 -2.8635 -0.8624
N 1.0246 -2.6082 -1.7508
H -0.9779 -0.5271 -5.6318
H -0.3290 -1.8322 -4.5942
H 0.7408 -0.7564 -5.5275
H -0.0617 1.5023 -5.4768
H 1.0264 2.0457 -3.8507
H -0.7545 1.8988 -4.0729
H 1.8807 0.6772 -2.6410
H 0.5231 4.7039 8.2365
H -2.8281 -4.2817 -0.3878
H -1.6473 -3.5311 -0.8862
H 1.7278 -1.9147 -1.8757
S 4.7370 3.9219 1.2709
C 3.9025 2.5793 1.7231
N 3.3207 1.5253 1.8638
O -0.5924 -0.3696 2.4210
C -0.8376 0.8569 2.5048
O -0.4633 1.7739 1.7228
C -1.6714 1.6387 3.6520
C -2.5519 2.6538 3.2962
C -3.3638 3.4350 4.1831
C -3.3287 3.0464 5.5418
C -2.7433 1.8511 5.8495
C -1.8139 1.2360 5.0256
N -2.7366 1.4106 7.2883
O -1.9005 0.6709 7.7414
O -3.3869 2.1361 8.1054
H -2.2053 3.1396 2.4094
H -3.7541 4.5722 3.9686
H -3.7078 3.5808 6.4346
H -1.1972 0.4844 5.5026
C -3.7480 -4.7726 0.4283
P 2.9431 -1.4198 -5.5481
C 3.2280 0.6062 -5.1953
C 2.4451 -1.4569 -7.3015
C 2.6591 -2.6336 -8.1158
C 2.5658 -2.5965 -9.5031
C 2.2177 -1.3940 -10.1505
C 1.7872 -0.2579 -9.4604
C 1.9441 -0.3162 -8.0811
H 0.4196 5.4015 8.4598
H -4.7514 -4.5114 -0.0085
H -4.1931 -5.7487 -0.0991
H 3.8855 0.3036 -4.3430
H 2.3767 1.2845 -4.8812
H 3.9453 0.9902 -5.9681
H 2.8895 -3.5572 -7.6582
H 2.9852 -3.4410 -10.0385
H 2.2689 -1.3771 -11.2054
H 1.3788 0.6645 -9.8787
H 1.4853 0.4493 -7.4751
C -4.7015 6.5514 2.8828
C -5.6671 6.2126 1.7674
P -6.8286 4.8479 1.2055
C -6.7797 3.7548 2.6200
C -7.3440 4.4204 3.8817
C -5.5772 3.8046 0.2028
C -4.3493 4.3834 -0.3894
H -4.5524 7.6238 2.6669
H -3.7458 6.1621 2.5336
H -5.0058 6.4583 3.9270
H -5.0101 6.3084 0.8540
H -6.2142 6.9395 1.4507
H -5.4801 3.8830 3.1041
H -7.1332 2.8598 2.3429
H -6.5450 4.2221 4.7888
H -8.3102 4.3667 3.8919
H -6.9601 5.5147 3.3895
H -6.2487 3.4216 -0.5644
H -5.3438 2.8433 0.7891
H -3.6965 4.4637 0.5194
H -4.6551 5.2645 -0.9920
H -3.9074 3.6466 -1.1232
H 5.6427 -3.6262 -0.8188
```


2.
C44H58AlN8S2 | ωB97M-V/def2-TZVPD

* relative energy (zero: lowest compared OMol25 entry of this formula, charge and spin): 0.6 kJ/mol
* total charge: +1
* Kohn-Sham gap: 6.33 eV

Geometry as XYZ:
```
113
C44H58AlN8S2, DFT ωB97M-V/def2-TZVPD
Al 0.6817 0.7206 -0.0644
C 1.0800 6.0650 -0.5476
C 1.9795 4.9501 -0.9191
N 3.1763 5.0463 -1.3973
N 3.5832 3.7537 -1.5931
C 2.6677 2.8540 -1.2447
S 2.6842 1.1698 -1.3264
N 1.6350 3.6153 -0.8045
N 0.4539 3.0285 -0.3790
H 1.6126 7.0027 -0.6780
H 0.7607 5.9810 0.4922
H 0.1913 6.0693 -1.1807
H 4.4967 3.5642 -1.9720
H 0.1628 3.4123 0.5177
H -0.2942 3.1569 -1.0667
C -3.5781 0.8983 1.9023
C -3.0607 2.2817 1.5136
C -1.8022 2.6533 2.2940
C -2.9105 2.4666 0.0097
C -3.7274 3.4292 -0.5808
C -3.7075 3.6722 -1.9429
C -2.8441 2.9494 -2.7436
C -1.9993 1.9841 -2.2015
C -1.0628 1.2386 -3.1336
C -0.1973 2.1952 -3.9568
C -1.8411 0.2807 -4.0380
C -2.0364 1.7268 -0.8137
N -1.1581 0.7315 -0.2804
C -1.5241 -0.6148 -0.4906
C -0.5289 -1.5477 -0.4499
N 0.7824 -1.1041 -0.3038
C 1.8348 -1.9960 -0.6838
C 2.7270 -2.4797 0.2863
C 3.7277 -3.3707 -0.0880
C 3.8526 -3.7954 -1.3967
C 2.9683 -3.3195 -2.3486
C 1.9587 -2.4206 -2.0229
C 1.0493 -1.9427 -3.1428
C 1.8409 -1.1389 -4.1788
C 0.3234 -3.1003 -3.8342
C 2.5992 -2.1081 1.7491
C 3.8859 -1.4843 2.2893
C 2.1717 -3.3141 2.5873
C -1.1121 -2.8926 -0.5710
C -0.6542 -4.1807 -0.5431
C -1.5894 -5.2368 -0.7368
C -2.9220 -5.0077 -0.9609
C -3.4209 -3.6746 -0.9872
C -4.7643 -3.2619 -1.2173
C -5.0745 -1.9280 -1.2183
C -4.1035 -0.9135 -0.9791
C -2.8091 -1.2845 -0.7386
C -2.4974 -2.6706 -0.7710
H -3.7220 0.8448 2.9846
H -2.8915 0.1113 1.5972
H -4.5380 0.6923 1.4297
H -3.8298 2.9987 1.8139
H -0.9726 1.9968 2.0398
H -1.9777 2.5663 3.3693
H -1.5111 3.6914 2.0999
H -4.4070 3.9908 0.0493
H -4.3644 4.4160 -2.3743
H -2.8292 3.1303 -3.8113
H -0.3915 0.6351 -2.5216
H -0.7991 2.8718 -4.5647
H 0.4538 1.6346 -4.6279
H 0.4500 2.8075 -3.3191
H -2.5260 0.8279 -4.6899
H -2.4256 -0.4268 -3.4481
H -1.1555 -0.2848 -4.6710
H 4.4102 -3.7504 0.6632
H 4.6295 -4.4960 -1.6738
H 3.0644 -3.6544 -3.3740
H 0.2882 -1.2939 -2.7132
H 2.6242 -1.7519 -4.6286
H 2.3161 -0.2617 -3.7380
H 1.1838 -0.8056 -4.9850
H 1.0261 -3.7525 -4.3567
H -0.3757 -2.7118 -4.5774
H -0.2399 -3.7051 -3.1248
H 1.8087 -1.3641 1.8127
H 4.7133 -2.1953 2.2632
H 3.7579 -1.1727 3.3300
H 4.1736 -0.6092 1.7044
H 2.9221 -4.1061 2.5541
H 1.2330 -3.7355 2.2209
H 2.0380 -3.0337 3.6369
H 0.3953 -4.4136 -0.4065
H -1.2248 -6.2558 -0.7191
H -3.5980 -5.8391 -1.1180
H -5.5340 -4.0018 -1.3986
H -6.0964 -1.6247 -1.4075
H -4.4080 0.1259 -1.0018
C -0.5075 -0.7367 2.8570
N 0.2468 0.0718 3.8085
C -0.3178 0.0544 5.1599
C 1.3162 0.8112 3.5104
S 1.7404 1.4506 1.9510
N 2.1569 1.1379 4.5133
C 3.1094 2.2356 4.3860
C 2.5254 0.1616 5.5425
H -0.2003 -1.7816 2.9183
H -0.3734 -0.3938 1.8418
H -1.5637 -0.6604 3.1019
H -1.3982 0.1491 5.0620
H 0.0560 0.8964 5.7337
H -0.1019 -0.8751 5.6872
H 2.6484 3.0880 3.8966
H 3.9922 1.9291 3.8200
H 3.4109 2.5280 5.3903
H 2.1183 -0.8160 5.3034
H 2.1912 0.4665 6.5342
H 3.6126 0.0788 5.5505
```